# 1
DFT (ωB97M-V/def2-TZVPD) results for one molecule with the formula C5H10N2O in a non-equilibrium geometry.

Geometry as XYZ:
```
18
Properties=species:S:1:pos:R:3
H -2.833 -1.662 -0.152
N -1.089 -0.536 0.187
C 0.021 -0.380 -0.655
H -2.276 -0.668 -1.514
C 2.360 0.433 -0.909
H 2.360 -0.343 -1.668
H -1.769 -0.425 2.153
H -3.057 0.103 -0.114
H -0.041 -1.072 1.944
H 1.573 2.097 0.807
C -2.390 -0.703 -0.431
H 0.172 1.334 1.434
H 2.426 1.402 -1.414
C 1.119 0.343 -0.079
C -0.919 -0.621 1.515
N 1.077 1.230 0.978
H 3.242 0.319 -0.281
O 0.025 -0.849 -1.801
```

E_HOMO (alpha / beta): -0.25172 / -0.26387 Ha
strongest force on any atom: 1.26 eV/A
calculated total energy: -381.182268 hartree
Kohn-Sham gap (alpha / beta): 6.9 / 7.6 eV
ΔE to the lowest compared entry with this formula, charge and spin: 64.74 kcal/mol

# 2
DFT (ωB97M-V/def2-TZVPD) results for C21H58CuF3N8O11P2S2 as an isolated structure in a non-equilibrium geometry.

Geometry as XYZ:
```
106
Properties=species:S:1:pos:R:3
H 2.200 6.421 4.273
H 5.408 -1.552 -3.893
N 3.928 3.068 3.481
N -1.269 -3.868 3.686
C 4.430 -2.604 -0.673
S -5.244 2.903 -0.862
H -3.387 0.025 4.780
N 3.511 4.937 1.500
H -0.016 -4.513 2.092
H -3.203 -4.188 -5.388
H -2.675 -0.097 -5.315
C -0.780 -4.890 2.772
N 2.990 -1.639 -2.462
O 1.392 4.040 -5.743
H 3.752 -2.227 0.093
H 2.894 4.987 5.056
H 7.019 -4.304 -3.628
C 5.273 2.742 2.885
H 8.451 -3.370 -3.261
O 6.649 -2.562 -2.582
C -4.893 -3.317 1.907
H -0.651 -2.994 5.540
H -0.303 -5.597 3.452
O -5.728 2.037 -1.934
H -5.794 -3.929 1.939
H 5.650 3.607 2.340
H 4.735 -0.702 -1.661
C -3.365 -2.468 5.754
H 1.232 5.351 5.217
H 3.604 1.150 4.167
H 2.410 2.256 4.892
H 4.241 5.899 3.290
C -2.474 -0.497 4.491
H -2.077 -0.175 3.529
S 0.640 2.906 -5.186
H -5.162 -2.389 2.411
P -2.424 -2.814 2.993
H -1.892 -2.172 -6.180
C 2.043 5.364 4.489
H 4.922 -3.181 -3.339
C 3.763 4.860 0.058
C -3.313 -3.242 -4.857
C -3.849 -1.710 -6.822
C -4.499 -2.191 -9.068
C -0.249 -3.319 4.580
H -4.011 -2.602 -9.952
O 0.644 2.836 -3.705
H 0.311 -2.492 4.145
O -1.910 -1.992 1.850
H 3.134 -1.189 -3.354
C -4.180 -4.941 3.597
H -5.026 -4.609 4.199
F -4.920 4.916 -2.601
C -2.850 -2.063 -5.671
H -4.386 -3.253 -4.663
H -3.801 -0.883 -4.542
H 4.257 3.931 -0.228
H 5.374 -2.546 -0.131
C 4.405 -1.702 -1.939
C -5.647 4.701 -1.455
H 4.236 -3.676 -0.713
O 2.067 2.604 1.520
H 3.585 6.940 1.975
O 1.190 1.655 -5.648
H 0.425 -4.161 4.742
H -4.450 -5.808 2.995
N -2.820 -1.917 4.460
O -3.819 2.751 -0.686
H -2.935 -3.468 5.815
H -4.633 -3.059 0.880
H 5.217 6.103 1.871
H -1.631 -0.360 5.169
N 1.636 4.587 3.293
H 5.969 2.308 3.602
H -1.634 -5.388 2.312
C 3.443 2.155 4.557
H 4.562 5.559 -0.190
O -0.749 2.970 -5.659
H -4.693 -1.124 -9.174
C 7.416 -3.290 -3.592
Cu -0.496 0.567 -1.306
H 0.744 5.874 1.898
P 2.761 3.698 2.334
O -3.748 -2.608 -7.885
F -5.196 5.529 -0.582
H -3.367 -5.225 4.266
H -3.192 -1.795 6.594
N -3.807 -3.837 2.713
H 2.832 -2.601 -2.729
H -4.835 -1.647 -6.362
H 4.091 2.306 5.420
F -6.950 4.837 -1.621
H -0.110 4.332 2.019
H 5.098 1.874 2.250
C 0.390 5.112 2.593
H -5.513 -2.590 -9.062
C 5.369 -2.232 -3.043
H -2.882 -3.293 -3.858
H -3.764 -0.675 -7.152
C 4.184 6.061 2.214
O -5.982 2.708 0.389
H -4.417 -2.732 5.651
H 2.889 5.094 -0.549
N -2.807 -0.901 -4.717
H -0.319 5.598 3.263
H 7.361 -2.987 -4.637
```

⟨S²⟩: 0.761
E_HOMO (alpha / beta): -0.20434 / -0.20434 Ha
multiplicity: 2
net charge: -1
strongest force on any atom: 4.14 eV/A
calculated total energy: -5519.652784 hartree
Kohn-Sham gap (alpha / beta): 5.3 / 5.3 eV
ΔE to the lowest compared entry with this formula, charge and spin: 148.07 kcal/mol

# 3
DFT (ωB97M-V/def2-TZVPD) results for C22H30BN9O4RuS2Se as an isolated structure in a non-equilibrium geometry.

Geometry as XYZ:
```
70
Properties=species:S:1:pos:R:3
N 0.362 0.760 3.284
C -3.112 1.830 -0.658
O -7.644 1.125 -0.852
C 3.342 2.165 -1.558
H 4.073 -1.576 -4.182
H 1.958 -4.017 4.366
C -1.600 -2.965 0.174
S 0.512 0.756 -1.777
H 1.207 4.046 4.916
H 2.972 2.026 -0.543
H 0.628 -1.149 2.697
C -6.661 1.099 -1.845
N 0.145 -2.229 -2.878
H -1.378 -1.610 -4.232
H -1.339 4.694 -0.960
N 0.063 -0.335 2.437
H 4.747 -0.923 1.810
C 2.047 0.228 -2.468
N -1.134 -2.607 -1.158
H -1.315 -2.190 0.884
C 4.192 0.288 -3.009
N 3.702 -2.928 4.310
H -7.047 1.670 -2.685
H -0.921 -0.557 2.565
H 5.197 0.668 -3.038
H -3.452 3.652 -1.753
C 0.882 3.043 4.668
Se 2.416 -1.322 0.100
N -5.422 1.730 -1.398
C 1.231 1.659 2.755
C 4.448 -2.084 3.602
C -4.316 1.033 -1.092
C 4.092 -1.597 2.347
H 0.937 -1.634 -4.882
H 0.168 3.386 0.507
H 4.400 2.410 -1.530
C -1.138 -1.950 -3.241
H 1.139 -3.259 2.148
N 2.301 -0.834 -3.227
S 1.493 -3.229 -0.717
H -0.199 3.019 4.543
O -4.224 -0.185 -1.149
C -1.614 3.696 -0.651
C -1.945 -2.187 -2.172
H -1.165 -3.913 0.484
H -5.468 2.710 -1.167
C 2.885 -2.019 1.823
O 1.535 2.732 3.408
C 3.639 -0.811 -3.564
B 1.384 -1.985 -3.822
C 2.080 -2.893 2.539
H -2.450 0.183 0.515
C 0.143 -2.614 -1.599
H -3.004 -2.060 -2.045
H 0.107 0.731 4.260
H 1.218 2.352 5.440
N -1.053 1.717 0.576
C -2.212 1.181 0.164
H 2.063 -2.976 -3.860
C -0.771 2.970 0.164
H -7.514 0.388 -0.246
O 1.773 1.431 1.650
Ru 0.586 0.311 0.463
N 3.183 0.932 -2.324
H -2.681 -3.056 0.140
C 2.544 -3.321 3.778
H 5.390 -1.788 4.049
H -6.407 0.092 -2.168
H 2.795 2.977 -2.033
C -2.795 3.111 -1.082
```

E_HOMO: -0.49633 Ha
net charge: +2
strongest force on any atom: 1.34 eV/A
calculated total energy: -4967.246075 hartree
Kohn-Sham gap: 7.4 eV
ΔE to the lowest compared entry with this formula, charge and spin: 0.00 kcal/mol

# 4
DFT (ωB97M-V/def2-TZVPD) results for C28H23BBrKN10O4 as an isolated structure in a non-equilibrium geometry.

Geometry as XYZ:
```
68
Properties=species:S:1:pos:R:3
N 0.349 4.154 -2.833
H -2.889 0.488 3.827
C 4.895 -2.989 0.044
H 0.863 -1.152 2.501
O 1.660 5.541 -4.462
O 3.247 4.025 -4.709
C -0.881 5.096 -0.394
O 3.222 1.647 -4.240
H -3.734 -3.087 -1.120
C -2.915 -1.440 -0.077
C 1.372 3.587 -3.474
H -0.851 5.480 0.606
N -3.878 1.936 1.429
H 0.877 3.799 -0.255
C 4.550 -5.692 0.761
H 5.223 -1.974 0.035
C -4.259 3.356 3.057
H -1.976 -1.897 0.292
H -0.864 -1.092 4.677
H -0.350 5.815 -0.993
O 2.364 0.095 -2.997
C -5.444 2.552 2.807
N 0.633 2.010 -1.923
C 3.099 -7.332 1.832
H -1.953 5.117 -0.628
H 0.298 5.145 -2.844
H 1.058 -6.532 2.331
C 3.443 -4.765 0.733
H 3.100 -8.336 2.288
C 3.587 -3.355 0.432
C -3.748 -2.051 -1.014
H -5.542 -1.107 -2.078
N -4.379 0.076 -0.870
H -4.062 4.323 3.485
C -2.079 0.043 3.172
H -0.696 2.718 1.503
H 5.162 -7.682 1.267
C 1.502 2.288 -2.925
C 2.288 -5.199 1.326
C -5.156 1.673 1.827
N -1.888 0.431 1.911
H -6.397 2.744 3.306
N -3.273 -0.096 -0.090
C -0.985 -0.732 3.620
C 5.886 -3.978 -0.224
K 1.782 -1.624 -0.795
C -0.173 3.168 -1.861
N -0.684 -0.179 1.424
C 2.159 4.449 -4.303
C -4.651 -1.099 -1.427
H 6.566 -5.947 -0.042
N -2.354 2.150 -1.317
C 5.720 -5.268 0.154
N -3.405 2.996 2.153
H 6.764 -3.676 -0.695
C -0.173 3.723 -0.468
C 2.435 1.228 -3.353
C 2.055 -6.421 1.907
H 3.401 2.740 -4.399
N -1.849 2.083 0.019
H -1.876 2.551 -3.219
C -0.953 2.890 0.443
B -2.808 0.995 0.842
C -0.167 -0.780 2.517
C -1.544 2.644 -2.200
C 4.319 -6.971 1.277
H -5.684 0.852 1.353
Br 0.641 -4.157 1.073
```

⟨S²⟩: 0.767
E_HOMO (alpha / beta): -0.16660 / -0.16660 Ha
multiplicity: 2
net charge: -1
strongest force on any atom: 3.35 eV/A
calculated total energy: -5128.165578 hartree
Kohn-Sham gap (alpha / beta): 6.1 / 5.8 eV
ΔE to the lowest compared entry with this formula, charge and spin: 130.64 kcal/mol

# 5
DFT (ωB97M-V/def2-TZVPD) results for a 2-piece molecular cluster, C2H6Se overall in a non-equilibrium geometry.

Geometry as XYZ:
```
9
Properties=species:S:1:pos:R:3
H -0.039 -2.137 -0.947
H 0.230 0.640 2.776
H 1.003 -1.168 -2.142
Se 0.051 1.696 0.705
H -0.601 -0.477 -1.368
C 0.305 -1.141 -1.216
H 0.807 -1.041 -0.319
C -0.725 1.109 2.255
H -1.032 2.519 0.255
```

E_HOMO: -0.33508 Ha
strongest force on any atom: 3.02 eV/A
calculated total energy: -2481.067835 hartree
Kohn-Sham gap: 8.7 eV
ΔE to the lowest compared entry with this formula, charge and spin: 78.25 kcal/mol

# 6
DFT (ωB97M-V/def2-TZVPD) results for one molecule with the formula C26H36N4O2.

Geometry as XYZ:
```
68
Properties=species:S:1:pos:R:3
C -2.232 -1.542 0.763
C -3.032 2.151 0.340
C -0.446 -2.730 2.040
C 3.792 -2.026 1.714
H -1.148 1.148 -1.277
C 2.169 -0.942 0.282
C 1.474 -0.923 -2.120
O -0.166 2.141 -3.554
C 2.739 1.047 -1.161
H 3.821 -2.210 -1.522
H -3.700 -0.432 -0.311
H -4.379 2.399 -4.020
H 0.038 -0.217 2.877
H -4.116 2.135 0.480
H -0.103 3.914 -1.557
H -2.160 2.732 -4.766
H -0.870 3.635 0.003
H 4.675 -1.825 2.321
H 2.448 1.004 1.982
H 0.494 -0.605 -1.770
H -3.887 3.809 -3.047
C -3.766 1.937 -1.990
H 1.036 -4.202 4.707
C 0.708 -4.059 3.687
N 3.258 -0.771 1.234
H -1.025 1.839 2.128
C 2.945 0.106 2.343
H -3.595 0.875 -2.237
C -1.170 -1.508 1.662
H 3.875 0.395 2.834
H 4.168 -0.825 -2.556
O 1.216 2.496 0.808
C 1.014 -5.006 2.723
H 3.393 1.325 -1.993
N -2.788 2.470 -1.068
H 1.645 -0.494 -3.105
H 2.303 -0.382 3.095
C -2.861 -0.376 0.368
C -0.014 -2.930 3.349
C -1.383 0.893 1.751
N -2.328 2.615 -3.777
H -0.453 -3.542 0.057
H 3.069 -2.589 2.329
C -0.409 3.141 -0.849
C -0.140 -3.692 1.081
H 0.825 -5.552 0.662
H 4.088 -2.649 0.873
H -4.763 2.044 -1.560
C -1.431 2.193 -1.519
H 4.678 -0.812 -0.861
H 1.464 -2.007 -2.213
C 3.896 -1.125 -1.547
H -2.581 -2.492 0.383
C -2.426 0.861 0.834
H -0.259 -2.201 4.108
N 1.502 1.773 -1.322
C -1.259 2.312 -3.030
C 2.567 -0.490 -1.140
H 1.300 -0.355 0.590
H 1.855 -1.993 0.245
H 1.584 -5.884 2.987
H 3.205 1.359 -0.225
H -2.640 2.975 0.943
C -0.777 -0.273 2.172
C -3.670 2.757 -3.270
C 0.586 -4.819 1.419
C 0.855 2.428 -0.353
H 1.100 1.800 -2.256
```

E_HOMO: -0.28993 Ha
strongest force on any atom: 0.63 eV/A
calculated total energy: -1381.896252 hartree
SMILES string: CN(C)CC(C)(C)CNC(=O)C[C@@H]1C(=O)NCCN1Cc1ccc(-c2ccccc2)cc1
Kohn-Sham gap: 8.5 eV
ΔE to the lowest compared entry with this formula, charge and spin: 44.64 kcal/mol

# 7
DFT (ωB97M-V/def2-TZVPD) results for CH4I2OSi as an isolated structure in a non-equilibrium geometry.

Geometry as XYZ:
```
9
Properties=species:S:1:pos:R:3
I 1.475 0.417 -2.685
Si -1.333 -0.012 0.726
H -1.282 -1.235 0.005
C 1.489 0.203 -0.621
I 1.729 -1.735 0.116
H -2.676 0.746 0.334
H -1.244 -0.224 2.273
H 2.091 0.971 -0.022
O -0.249 0.870 -0.127
```

E_HOMO: -0.36462 Ha
strongest force on any atom: 3.83 eV/A
calculated total energy: -1000.530392 hartree
Kohn-Sham gap: 9.2 eV
ΔE to the lowest compared entry with this formula, charge and spin: 112.57 kcal/mol

# 8
DFT (ωB97M-V/def2-TZVPD) results for C33H40Cl2F10N4O6S2 as an isolated structure in a non-equilibrium geometry.

Geometry as XYZ:
```
97
Properties=species:S:1:pos:R:3
C -0.384 2.015 -5.528
H -4.790 -2.990 -1.508
H -2.009 1.721 7.720
H 1.249 -4.996 1.207
F -1.766 -1.962 0.030
C -0.789 -3.907 -3.055
H -1.255 -0.826 -3.821
H -4.672 -4.469 -2.509
C 5.634 2.619 1.751
H 6.761 1.320 4.634
H -1.418 7.555 1.672
H 3.814 2.028 0.767
H 1.943 5.537 0.042
C 0.969 -6.021 0.994
F -1.133 3.145 -0.361
H -3.566 1.334 0.359
Cl 1.733 -6.587 -0.485
H 3.437 7.330 0.781
F -2.656 0.485 5.452
C -0.223 2.539 -1.123
H -0.821 -1.144 -2.101
H 0.140 -3.453 -2.720
C -4.614 -3.386 -2.503
C -0.348 7.515 1.518
C -2.870 -4.895 -2.410
C 5.182 0.499 3.461
H -3.625 -5.219 -1.696
H -1.204 -1.680 5.232
C -1.349 -1.517 -2.991
C 1.811 8.553 1.542
C -0.478 -1.781 7.243
H 2.897 -0.993 -5.546
H -0.017 -2.744 7.067
H 3.378 0.189 2.309
H 0.460 2.617 -5.205
C -1.056 -4.203 -4.381
C 4.285 0.769 2.445
C 4.506 1.833 1.574
C 0.452 8.606 1.802
H 1.264 -6.635 1.835
H 1.943 1.022 -5.315
S -0.028 -0.670 1.484
N 1.303 0.307 -5.597
O -3.515 -0.850 -2.293
F 0.283 -2.539 -0.256
C 6.517 2.414 2.795
F -0.867 1.959 -2.146
C 1.832 -1.033 -5.745
H 0.051 9.516 2.236
H -1.453 -4.085 -1.019
F -4.237 -5.879 -4.027
C -0.889 0.156 8.577
C 1.570 6.413 0.555
C 0.010 0.608 -5.933
O -0.751 -0.219 -6.370
H -1.090 1.926 -4.698
C -1.204 -1.219 6.214
H -5.326 -3.000 -3.230
C 6.239 1.376 3.684
O 1.386 -0.731 1.627
N -3.264 -2.997 -2.869
F -0.695 -3.198 1.510
H -0.750 -2.428 -3.115
H 1.645 -1.403 -6.755
H -3.689 -0.323 0.657
O 1.318 2.053 0.875
H -2.356 -5.215 -5.752
C -3.095 -5.246 -3.727
O 1.537 0.559 -1.046
F 2.573 9.639 1.805
C -0.333 -1.100 8.438
C -1.830 -0.006 6.403
H 7.373 3.067 2.909
H -2.184 0.341 0.331
N -3.253 0.404 0.091
C -0.591 -2.195 0.665
H 4.983 -0.219 4.246
Cl -0.802 -6.076 0.847
F 5.841 3.656 0.880
C -1.619 0.727 7.549
F 0.649 3.383 -1.606
C -1.735 -4.185 -2.054
H 1.326 -1.739 -5.085
H -0.958 2.548 -6.287
H -0.450 5.641 0.504
H -0.918 0.660 9.535
C 0.194 6.454 0.823
O -0.836 -0.589 2.666
H -3.345 0.170 -0.922
C -2.224 -4.885 -4.730
H -0.365 -3.968 -5.180
H 0.194 -1.532 9.280
C -2.784 -1.774 -2.654
N -0.541 0.377 0.373
C 2.372 7.479 0.934
H -2.728 -3.637 -3.430
S 0.692 1.287 -0.140
```

E_HOMO: -0.30850 Ha
strongest force on any atom: 6.96 eV/A
calculated total energy: -4667.101914 hartree
Kohn-Sham gap: 8.3 eV

- The highest strongest force on any atom belongs to which entry?
  C33H40Cl2F10N4O6S2

- Among the records above, which one has the highest strongest force on any atom?
  C33H40Cl2F10N4O6S2

- What is the formula in the sixth record?
  C26H36N4O2